No. 1
The following is a DFT calculation (ωB97M-V with the def2-TZVPD basis set) of a molecular structure, C38H42CrF3N6O3SSb.

XYZ file:
```
95
Properties=species:S:1:pos:R:3:forces:R:3
Cr -0.106 0.398 -0.689 0.556 -0.054 0.097
N -1.092 2.460 -4.428 -0.303 0.088 -0.104
C -1.972 3.520 -4.073 0.199 -0.133 -0.103
C -2.171 4.576 -4.942 0.002 0.089 -0.034
C -3.015 5.617 -4.576 0.012 -0.012 -0.002
C -3.635 5.609 -3.336 -0.008 -0.032 -0.004
C -3.418 4.554 -2.459 0.039 0.049 -0.016
C -2.598 3.504 -2.841 -0.106 0.149 0.115
S -2.415 2.097 -1.796 0.064 -0.280 -0.104
N -0.924 1.413 -2.347 -0.222 0.087 0.045
C -0.527 1.601 -3.560 0.289 -0.119 -0.235
C 0.658 0.837 -4.094 -0.291 0.219 0.189
C 1.524 1.416 -5.010 0.135 0.062 -0.062
C 2.572 0.649 -5.502 -0.028 0.072 -0.001
C 2.701 -0.657 -5.068 0.026 -0.061 0.014
C 1.796 -1.135 -4.129 -0.029 0.064 0.025
N 0.797 -0.404 -3.639 0.020 -0.186 0.002
H -0.748 2.455 -5.374 -0.016 -0.006 -0.007
H -1.677 4.586 -5.907 0.003 0.009 0.016
H -3.179 6.436 -5.261 -0.005 -0.011 0.002
H -4.291 6.419 -3.049 0.012 -0.004 -0.001
H -3.901 4.539 -1.490 0.014 0.003 -0.006
H 1.416 2.448 -5.316 -0.009 -0.014 0.008
H 3.276 1.072 -6.207 -0.019 -0.014 -0.011
H 3.491 -1.296 -5.438 0.001 0.007 0.013
H 1.884 -2.145 -3.743 -0.007 0.003 -0.001
N 0.350 2.421 0.013 0.001 -0.081 0.136
C 1.711 2.831 0.463 -0.081 -0.034 -0.076
C 2.781 2.534 -0.580 -0.066 -0.021 0.013
C 3.329 1.122 -0.486 -0.032 -0.092 0.047
N 2.310 0.123 -0.871 -0.119 -0.003 -0.180
H 0.052 3.065 -0.716 0.005 -0.040 -0.039
H -0.288 2.597 0.787 -0.011 0.066 0.003
H 1.925 2.297 1.391 0.028 -0.011 -0.002
H 1.700 3.895 0.700 -0.020 0.025 0.023
H 3.603 3.240 -0.454 -0.002 -0.002 0.007
H 2.371 2.708 -1.584 0.051 0.055 0.007
H 3.620 0.919 0.547 0.021 -0.001 -0.016
H 4.230 1.025 -1.096 -0.004 -0.016 -0.028
H 2.535 -0.782 -0.468 -0.035 -0.012 -0.005
H 2.346 -0.013 -1.876 0.040 -0.044 -0.021
O -2.834 -0.266 0.739 -0.147 -0.006 -0.019
H -3.541 0.085 0.184 0.000 0.035 0.015
H -3.206 -0.273 1.630 0.020 -0.036 0.017
O 0.767 -2.653 -0.502 0.077 0.123 0.033
C -0.327 -2.491 -1.025 -0.037 0.099 -0.125
O -0.930 -1.387 -1.272 0.262 0.161 0.232
C -1.113 -3.735 -1.429 -0.256 -0.096 0.064
N -2.453 -3.288 -1.996 0.098 -0.116 0.095
C -3.549 -3.861 -1.128 -0.006 0.006 -0.038
C -2.904 -5.084 -0.502 0.038 -0.057 -0.054
C -1.470 -4.631 -0.232 -0.021 -0.032 -0.079
H -0.566 -4.273 -2.201 -0.035 -0.022 -0.031
H -2.565 -3.564 -2.968 0.022 -0.040 0.015
H -2.395 -2.258 -1.944 -0.033 0.102 -0.044
H -4.423 -4.070 -1.740 -0.007 0.038 -0.013
H -3.799 -3.103 -0.387 0.052 0.004 0.022
H -2.921 -5.920 -1.205 -0.016 0.004 0.015
H -3.427 -5.395 0.400 0.010 0.001 -0.004
H -0.776 -5.463 -0.148 0.016 0.023 0.028
H -1.416 -4.053 0.690 -0.020 0.018 0.015
F -1.578 -5.192 5.454 -0.016 0.015 -0.019
C -1.204 -4.168 4.679 -0.020 -0.069 0.040
C -0.406 -4.425 3.579 0.011 0.017 -0.038
C -0.010 -3.357 2.789 -0.006 0.020 0.043
C -0.403 -2.053 3.097 0.092 -0.212 -0.074
C -1.218 -1.834 4.206 -0.068 -0.066 -0.024
C -1.626 -2.895 5.004 -0.016 0.104 -0.038
Sb 0.392 -0.452 1.956 -0.247 0.220 0.316
C -0.191 1.108 3.286 -0.035 0.082 0.071
C 0.387 1.323 4.542 -0.066 -0.081 0.002
C -0.063 2.333 5.378 0.024 -0.047 -0.004
C -1.115 3.124 4.956 -0.011 0.054 0.049
F -1.548 4.103 5.754 -0.003 -0.019 -0.017
C -1.745 2.924 3.743 0.005 -0.044 -0.068
C -1.274 1.911 2.917 0.027 0.036 -0.014
C 2.448 -0.717 2.409 0.112 -0.088 -0.008
C 3.202 0.163 3.185 0.033 0.046 -0.086
C 4.539 -0.091 3.460 -0.047 0.054 -0.016
C 5.114 -1.234 2.941 0.081 -0.017 0.007
F 6.398 -1.489 3.210 -0.021 0.005 -0.020
C 4.410 -2.116 2.144 -0.085 -0.012 -0.042
C 3.073 -1.850 1.881 0.063 0.032 0.047
H -0.098 -5.441 3.367 0.008 0.017 0.009
H 0.621 -3.552 1.930 0.001 0.006 0.013
H -1.542 -0.834 4.468 0.054 0.013 0.018
H -2.251 -2.744 5.875 0.007 -0.001 -0.009
H 1.177 0.676 4.901 0.003 0.000 -0.013
H 0.377 2.504 6.351 -0.003 0.000 -0.012
H -2.585 3.548 3.468 0.008 -0.008 0.001
H -1.792 1.731 1.978 0.039 0.007 -0.001
H 2.769 1.077 3.570 -0.015 -0.023 0.021
H 5.133 0.581 4.066 -0.008 -0.010 -0.008
H 4.906 -2.992 1.747 -0.005 0.002 0.011
H 2.526 -2.539 1.247 -0.015 -0.005 0.015
```
Forces are in eV/Å.

Values from the calculation:
Spin multiplicity   5
Frontier orbital gap (alpha / beta)   7.63 / 7.83 eV
Lowest unoccupied orbital energy (alpha / beta)   -5.016 / -5.091 eV
<S²>   6.02
Charge   +2

Results of the Löwdin charge analysis, in e, for atoms 1 through 6: Cr 0.533; N 0.144; C -0.231; C -0.003; C -0.049; C -0.055

***

No. 2
The following is a DFT calculation (ωB97M-V with the def2-TZVPD basis set) of a molecular structure, C38H42F10HfN10P2.

XYZ file:
```
103
Properties=species:S:1:pos:R:3:forces:R:3
Hf 1.716 0.335 -0.142 -0.383 -0.127 -0.393
C 4.974 -0.340 -0.960 -0.110 -0.017 0.063
N 4.134 0.394 0.019 0.079 0.146 0.064
C 4.525 1.835 -0.052 0.083 -0.031 -0.206
C 3.709 2.495 -1.127 -0.055 0.046 -0.092
N 2.287 2.216 -0.845 0.135 0.146 0.349
C 1.522 3.401 -0.709 0.075 -0.191 -0.137
C 1.485 4.120 0.477 -0.117 0.175 -0.041
F 2.206 3.705 1.522 0.089 -0.107 0.102
C 0.680 5.236 0.636 0.068 -0.032 -0.021
F 0.651 5.878 1.794 -0.018 0.032 0.041
C -0.117 5.659 -0.415 0.051 -0.065 -0.016
F -0.911 6.703 -0.270 -0.082 0.108 0.012
C -0.085 4.973 -1.619 0.009 0.010 0.023
F -0.863 5.357 -2.626 -0.018 0.004 -0.028
C 0.743 3.877 -1.754 -0.037 0.062 0.018
F 0.753 3.224 -2.928 0.021 -0.071 -0.064
C 4.467 -0.112 1.377 0.033 -0.020 -0.129
C 3.538 0.450 2.424 -0.071 -0.006 -0.007
N 2.156 0.338 1.934 -0.120 0.067 0.182
C 1.180 0.221 2.933 0.175 -0.042 -0.174
C -0.044 -0.285 2.533 0.003 0.037 0.248
F -0.134 -0.523 1.188 0.094 -0.162 -0.364
C -1.135 -0.507 3.334 0.087 0.037 0.056
F -2.268 -0.979 2.831 -0.102 -0.035 -0.044
C -1.009 -0.205 4.679 0.008 -0.012 -0.038
F -2.021 -0.402 5.504 -0.133 -0.019 0.102
C 0.183 0.327 5.141 0.048 -0.006 -0.098
F 0.298 0.644 6.416 0.020 0.034 0.120
C 1.256 0.554 4.287 -0.126 -0.053 0.002
F 2.341 1.123 4.808 0.132 0.047 0.015
H 6.013 -0.333 -0.622 0.014 -0.015 -0.023
H 4.900 0.126 -1.934 0.016 0.031 -0.054
H 4.637 -1.371 -1.045 0.012 0.010 0.015
H 5.597 1.921 -0.255 0.030 -0.079 0.113
H 4.306 2.304 0.902 -0.018 0.038 0.021
H 3.984 2.124 -2.118 0.005 -0.022 -0.017
H 3.905 3.568 -1.127 -0.027 0.017 -0.004
H 5.511 0.126 1.601 0.008 0.018 0.039
H 4.375 -1.195 1.347 0.001 -0.002 0.012
H 3.786 1.478 2.688 0.010 0.052 -0.012
H 3.676 -0.141 3.329 -0.015 -0.029 0.046
C -1.690 -3.575 -2.176 -0.019 -0.045 -0.008
P -1.063 -2.286 -1.036 0.102 0.153 -0.120
C -2.636 -1.480 -0.571 -0.015 0.166 -0.003
C -0.596 -3.228 0.459 0.032 -0.005 0.122
C -1.563 -3.808 1.274 0.026 -0.016 -0.045
C -1.228 -4.404 2.481 -0.023 0.002 0.008
C 0.093 -4.420 2.890 0.017 -0.009 0.007
C 1.077 -3.872 2.079 -0.017 0.021 -0.015
C 0.751 -3.280 0.858 -0.006 -0.128 -0.026
P 2.095 -2.576 -0.175 -0.171 0.125 0.135
C 3.566 -3.430 0.496 0.029 -0.042 0.004
C 2.015 -3.441 -1.786 0.004 -0.103 0.002
H -2.491 -4.152 -1.713 -0.004 -0.002 0.014
H -0.894 -4.260 -2.464 0.038 -0.010 -0.015
H -2.083 -3.102 -3.078 0.005 0.003 0.027
H -3.379 -2.176 -0.184 0.016 -0.033 -0.002
H -3.061 -1.032 -1.474 0.120 -0.052 0.059
H -2.474 -0.694 0.171 -0.005 -0.057 -0.047
H -2.603 -3.791 0.972 -0.003 0.005 -0.001
H -1.999 -4.846 3.098 0.012 0.005 -0.004
H 0.368 -4.870 3.835 0.000 -0.003 -0.005
H 2.102 -3.921 2.417 -0.014 -0.006 0.014
H 3.809 -3.136 1.514 -0.008 0.027 -0.011
H 4.428 -3.233 -0.139 0.004 0.001 0.025
H 3.373 -4.503 0.484 0.014 -0.005 -0.006
H 1.694 -4.472 -1.628 0.001 0.004 -0.006
H 3.018 -3.475 -2.216 -0.019 0.023 -0.019
H 1.328 -2.967 -2.482 -0.019 0.010 -0.008
N 2.874 -0.375 -3.248 0.011 -0.033 -0.030
N 1.656 -0.094 -2.541 0.242 0.121 0.216
H 2.710 -0.289 -4.245 0.013 -0.014 -0.093
H 3.110 -1.343 -3.070 0.075 -0.054 0.012
H 0.887 -0.676 -2.850 -0.179 -0.145 -0.020
H 1.433 0.873 -2.764 -0.080 0.091 -0.029
C -1.283 0.851 -3.032 0.097 0.012 0.025
C -1.295 1.420 -1.655 -0.119 -0.086 -0.073
N -0.405 1.232 -0.684 0.260 0.031 0.231
C -0.853 1.973 0.403 0.071 0.081 0.149
C -2.002 2.603 0.086 -0.138 -0.161 -0.133
N -2.279 2.232 -1.215 0.135 0.171 -0.025
C -3.523 2.538 -1.927 0.066 -0.022 0.125
N -4.395 1.412 -1.924 -0.119 0.019 0.044
N -4.397 0.569 -2.996 -0.253 0.004 0.146
N -5.135 -0.433 -2.736 -0.018 -0.103 0.043
C -5.634 -0.301 -1.450 -0.093 -0.044 -0.217
C -6.481 -1.139 -0.717 -0.004 -0.019 0.003
C -6.798 -0.740 0.559 0.017 0.001 0.007
C -6.298 0.465 1.100 -0.013 -0.019 0.013
C -5.472 1.302 0.385 0.017 -0.002 -0.009
C -5.152 0.885 -0.911 0.041 0.135 -0.027
H -0.500 1.311 -3.634 -0.009 0.028 -0.007
H -2.232 1.014 -3.534 0.040 -0.043 -0.008
H -1.126 -0.227 -2.996 -0.032 -0.011 0.040
H -0.312 2.022 1.337 -0.023 0.013 -0.026
H -2.646 3.256 0.650 0.039 -0.025 -0.015
H -3.307 2.804 -2.957 -0.010 0.037 -0.055
H -3.983 3.390 -1.431 -0.021 0.004 0.011
H -6.871 -2.052 -1.148 0.006 0.024 -0.004
H -7.456 -1.349 1.165 0.006 0.009 -0.008
H -6.587 0.741 2.106 0.013 0.000 -0.026
H -5.113 2.231 0.811 -0.009 -0.002 -0.022
```
Forces are in eV/Å.

Values from the calculation:
Frontier orbital gap   7.82 eV
Lowest unoccupied orbital energy   -5.527 eV
Charge   +2

Results of the Löwdin charge analysis, in e, for atoms 1 through 6: Hf 1.673; C -0.065; N -0.282; C -0.164; C -0.183; N -0.174

***

no.,maximum force (eV/Å)
1,0.6
2,0.6